{
  "formula": "C21H30N4OSbSe4Tc",
  "method": "ωB97M-V with the def2-TZVPD basis set",
  "elements": ["Tc", "C", "C", "N", "C", "C", "C", "C", "C", "C", "C", "N", "C", "C", "N", "N", "H", "H", "H", "H", "H", "H", "H", "H", "H", "H", "H", "H", "H", "H", "H", "H", "H", "H", "C", "C", "C", "C", "C", "C", "C", "O", "C", "C", "C", "H", "H", "H", "H", "H", "H", "H", "H", "H", "H", "H", "H", "Se", "Sb", "Se", "Se", "Se"],
  "positions_angstrom": [[-1.3077, -0.1797, -0.2766], [-1.3399, -1.0065, -2.7507], [-1.5897, -2.3052, -1.8184], [-2.0930, -2.0344, -0.4002], [-1.5778, -2.8113, 0.8042], [-1.6938, -1.8838, 2.0093], [-2.1208, -2.1956, 3.2868], [-2.2802, -1.1513, 4.1967], [-2.0969, 0.1766, 3.8106], [-1.6704, 0.4241, 2.5193], [-1.5259, 1.7758, 1.8242], [-1.9673, 1.6089, 0.3763], [-1.2367, 2.3297, -0.7503], [-1.3027, 1.6179, -2.2092], [-1.9369, 0.2627, -2.2129], [-1.4104, -0.6086, 1.7038], [-1.7374, -1.2280, -3.7402], [-0.2656, -0.8535, -2.8478], [-0.6494, -2.8476, -1.7412], [-2.3104, -2.9505, -2.3155], [-3.1109, -2.0851, -0.4038], [-0.5329, -3.0530, 0.6011], [-2.1302, -3.7402, 0.9369], [-2.3445, -3.2151, 3.5712], [-2.6044, -1.3713, 5.2057], [-2.2998, 0.9842, 4.5012], [-0.4817, 2.0950, 1.7997], [-2.1030, 2.5557, 2.3185], [-2.9671, 1.7925, 0.3010], [-0.1958, 2.4260, -0.4406], [-1.6372, 3.3358, -0.8629], [-0.2785, 1.5321, -2.5692], [-1.8420, 2.2692, -2.8944], [-2.9253, 0.3379, -2.4481], [7.1807, -0.0985, 0.0661], [5.7048, -0.1476, 0.1939], [4.9097, -0.6973, -0.8295], [3.5460, -0.7404, -0.7455], [2.7776, -1.3750, -1.8663], [2.9109, -0.1903, 0.4334], [1.5492, -0.0911, 0.6012], [0.6325, -0.3692, -0.2922], [3.7307, 0.3314, 1.5147], [3.1376, 0.8732, 2.7858], [5.0868, 0.3500, 1.3570], [7.5425, -0.6244, -0.8128], [7.6533, -0.5107, 0.9603], [7.5012, 0.9469, 0.0070], [5.4036, -1.1157, -1.6973], [3.4319, -2.0279, -2.4394], [2.3988, -0.6084, -2.5491], [1.9354, -1.9616, -1.5054], [1.1719, 0.2719, 1.5554], [2.5564, 1.7807, 2.6058], [3.9303, 1.1371, 3.4807], [2.5025, 0.1401, 3.2866], [5.7123, 0.7485, 2.1457], [-5.5470, 2.9241, -4.5781], [-9.1010, 3.1131, -3.5129], [-5.6017, 2.1231, -2.4332], [-7.2600, 4.5252, -4.3766], [-7.8310, 1.2894, -2.4401]],
  "mulliken_charge": [0.181, -0.340, -0.447, -0.329, -0.546, 0.507, -1.032, -0.346, -1.063, 0.791, -0.676, -0.248, -0.585, -0.382, -0.116, 0.650, 0.582, 0.001, 0.231, 0.522, 0.381, 0.172, 0.579, 0.546, 0.472, 0.545, 0.209, 0.529, 0.277, 0.263, 0.565, 0.154, 0.462, 0.118, -1.526, 0.620, -0.862, 0.590, -1.352, -0.091, 0.468, -0.217, 0.935, -1.721, -0.804, 0.395, 0.409, 0.369, 0.434, 0.510, 0.299, 0.131, 0.119, 0.360, 0.438, 0.373, 0.488, 0.087, 0.817, 0.167, -0.013, -0.048],
  "lumo_energy_ha": -0.44700,
  "multiplicity": 1,
  "e_homo_ev": -18.53,
  "orbital_gap_ev": 6.369,
  "de_lowest_ev": 0.000,
  "e_tot_ha": -11037.819150,
  "charge": 4
}